(1)
Here is the molecule C5H11NSi at a distorted geometry from OMol25. Energies are from ωB97M-V with the def2-TZVPD basis set.

Last column: natural (NBO) charge in e.
Atoms and positions in Å:
C: -3.72145 -0.47775 0.11904  -0.374
C: -2.65095 -0.00576 -0.57378  -0.713
C: 2.54688 -0.04749 -0.13947  -0.500
C: 1.56724 1.14596 0.09118  -0.207
C: 2.06228 -1.43931 0.05398  -0.326
N: 0.22997 1.01413 -0.36023  -1.095
Si: -1.03302 0.25102 0.32032  1.191
H: -4.65553 -0.77399 -0.39767  0.191
H: -3.82259 -0.66510 1.21352  0.196
H: -2.64529 -0.20405 -1.65218  0.230
H: 2.85500 -0.20095 -1.21077  0.211
H: 3.42686 0.34865 0.47360  0.211
H: 1.67814 1.16681 1.17522  0.195
H: 1.88384 2.12091 -0.26123  0.202
H: 1.04536 -1.56862 -0.34208  0.167
H: 2.09169 -1.88940 1.06785  0.166
H: 0.32410 1.07638 -1.44002  0.416
H: -1.18252 0.14857 1.86273  -0.161

Output
DFT total energy = -14725.9424 eV
ΔE to the lowest compared entry with this formula, charge and spin = 5.793 eV
HOMO level (alpha / beta) = -8.44 / -5.56 eV
LUMO energy (alpha / beta) = 0.01845 / -0.00307 Eh
Max |F| = 4.9 eV Å⁻¹
Frontier orbital gap (alpha / beta) = 8.942 / 5.477 eV

(2)
Here is a structure of composition C48H128Br7N16O16 at a distorted geometry from OMol25. Energies are from ωB97M-V with the def2-TZVPD basis set.

Last column: Mulliken charge in e.
Atoms and positions in Å:
C: -6.14928 -2.99704 3.23794  -0.787
C: -6.46048 -4.19652 2.50805  0.589
O: -6.46746 -5.26173 2.96293  -0.386
N: -6.58778 -3.91724 1.02941  0.567
H: -7.53900 -3.62389 0.88479  0.390
H: -6.01222 -3.11983 0.65615  -0.363
C: -6.37512 -5.13417 0.16899  -0.788
H: -5.10668 -2.78663 2.99700  0.033
H: -6.16046 -3.17477 4.31484  0.331
H: -6.72407 -2.11973 2.97572  0.361
H: -7.13075 -5.86796 0.42153  0.391
H: -5.39598 -5.51913 0.44006  0.383
H: -6.46728 -4.76405 -0.87226  0.235
C: -2.82388 -8.38439 0.28152  -0.998
C: -2.11372 -9.05347 -0.77212  0.533
O: -1.40716 -8.57093 -1.60817  -0.458
N: -2.19645 -10.61388 -0.91320  -0.152
H: -1.36417 -11.00174 -1.30343  0.339
H: -2.22752 -11.01181 0.01791  0.390
C: -3.46700 -10.83126 -1.72955  -0.749
H: -3.80296 -8.81152 0.50365  0.408
H: -2.86301 -7.31409 0.05945  0.299
H: -2.28775 -8.62713 1.20544  0.369
H: -3.78269 -11.87919 -1.74016  0.370
H: -3.24675 -10.46593 -2.72910  0.336
H: -4.35206 -10.35187 -1.26144  0.313
C: 6.37267 -5.28628 2.18163  -1.364
C: 4.97808 -5.41307 1.73731  0.791
O: 4.58553 -6.10549 0.84465  -0.389
N: 3.94815 -4.49649 2.55560  0.113
H: 4.35252 -4.39473 3.49777  0.414
H: 3.89452 -3.58107 2.10633  0.046
C: 2.59182 -5.12053 2.63341  -0.228
H: 6.89891 -6.11832 1.73452  0.383
H: 6.51316 -5.33411 3.27130  0.436
H: 6.92722 -4.43452 1.86623  0.339
H: 2.27439 -5.33710 1.60099  0.068
H: 1.88726 -4.50045 3.13883  -0.069
H: 2.71029 -6.09678 3.12119  0.428
C: -5.25941 3.03075 0.65962  -0.895
C: -4.22020 3.81444 -0.14805  0.597
O: -3.87649 3.61652 -1.25023  -0.397
N: -3.54148 5.04539 0.63196  0.097
H: -3.20072 4.71562 1.54477  0.322
H: -2.76193 5.38334 0.04905  0.061
C: -4.43043 6.21326 0.88430  -0.902
H: -5.08671 2.01030 0.31521  0.216
H: -6.27629 3.30354 0.36325  0.374
H: -5.14410 3.07301 1.74525  0.329
H: -4.93823 6.39167 -0.06953  0.409
H: -3.85236 7.10666 1.13671  0.337
H: -5.13220 6.04004 1.69652  0.366
C: 2.89023 -5.10892 -1.58967  -1.172
C: 3.27631 -3.75721 -1.13037  0.356
O: 3.21589 -3.32428 -0.02720  -0.195
N: 3.96432 -2.89293 -2.15525  0.722
H: 3.24710 -2.64575 -3.01186  -0.034
H: 3.99571 -1.96059 -1.65100  -0.153
C: 5.29234 -3.36657 -2.46293  -0.720
H: 3.55846 -5.47941 -2.34404  0.388
H: 1.86453 -5.12540 -1.99580  0.330
H: 2.82171 -5.70998 -0.71101  0.287
H: 5.76061 -3.58096 -1.53292  0.359
H: 5.84777 -2.52850 -2.83806  0.253
H: 5.34317 -4.24868 -3.09010  0.300
C: -0.04263 8.48492 7.64109  -1.194
C: -0.03045 7.05077 7.44616  0.743
O: 0.03773 6.36862 6.47982  -0.424
N: -0.18115 6.25588 8.83124  -0.222
H: 0.73857 5.86446 8.99127  0.336
H: -0.28374 6.95696 9.55433  0.391
C: -1.19049 5.12414 8.67291  -0.827
H: 0.78243 8.78415 8.35557  0.395
H: -0.99114 8.80730 8.03076  0.394
H: 0.08149 8.98387 6.67594  0.328
H: -2.16639 5.54534 8.45501  0.350
H: -1.33142 4.69670 9.64836  0.375
H: -0.88396 4.44326 7.91900  0.354
C: 1.14733 7.77553 -0.84148  -0.967
C: 0.36090 6.72428 0.01295  0.510
O: -0.75004 6.88244 0.40747  -0.441
N: 1.21933 5.45977 0.29430  1.085
H: 0.55491 4.66980 0.47187  -0.399
H: 1.89666 5.12596 -0.48341  -0.203
C: 1.97974 5.60464 1.53580  -0.740
H: 2.18264 7.53649 -0.86450  0.327
H: 1.08510 8.70692 -0.30440  0.386
H: 0.77610 7.87096 -1.88723  0.295
H: 2.38890 6.62836 1.63212  0.357
H: 2.83761 4.89723 1.42592  0.254
H: 1.39698 5.31349 2.45142  0.303
C: -8.67985 1.16406 9.93577  -1.177
C: -9.41814 1.04923 8.66046  0.689
O: -9.03383 1.33905 7.55927  -0.427
N: -10.70183 0.26637 8.81875  -0.133
H: -10.44127 -0.68082 8.55589  0.368
H: -10.99641 0.19192 9.80555  0.404
C: -11.77202 0.70041 7.95447  -0.858
H: -9.19316 1.29377 10.89709  0.388
H: -7.84560 1.86677 9.87599  0.323
H: -8.20845 0.19656 10.11579  0.368
H: -11.36884 1.00117 6.95345  0.325
H: -12.25935 1.52763 8.44193  0.357
H: -12.46927 -0.11276 7.81507  0.375
C: -0.49489 -1.67575 7.97198  -1.087
C: -0.23127 -1.43915 6.40373  0.481
O: 0.04094 -0.36995 5.93822  -0.424
N: -0.42916 -2.62012 5.50211  0.849
H: -0.86997 -2.40626 4.53316  -0.355
H: 0.55717 -2.87658 5.28182  0.137
C: -1.18027 -3.77344 6.10655  -0.875
H: 0.08226 -0.86889 8.44023  0.323
H: -0.09779 -2.64689 8.11956  0.370
H: -1.55342 -1.64601 8.20511  0.330
H: -1.33411 -4.39643 5.21684  0.296
H: -2.11194 -3.31166 6.40411  0.404
H: -0.65662 -4.23909 6.95059  0.365
C: 4.49564 -5.20704 -11.09452  -1.036
C: 3.47570 -4.42652 -10.42698  0.753
O: 2.56008 -3.75203 -10.69188  -0.332
N: 3.70865 -4.55890 -8.70945  -0.302
H: 4.40678 -5.20759 -8.40636  0.347
H: 3.95965 -3.62508 -8.41992  0.319
C: 2.37649 -4.98814 -8.19776  -0.875
H: 5.37054 -4.64381 -11.31967  0.355
H: 4.13318 -5.40761 -12.12290  0.352
H: 4.69137 -6.18095 -10.60994  0.354
H: 2.06139 -5.90380 -8.64778  0.364
H: 1.67745 -4.19267 -8.36175  0.380
H: 2.49583 -5.04031 -7.08330  0.312
C: -4.07046 -1.73020 -4.46692  -1.320
C: -4.89481 -2.71515 -3.80595  0.937
O: -4.95746 -3.88298 -3.94290  -0.417
N: -5.98797 -2.02502 -2.89063  0.290
H: -5.68109 -2.00272 -1.87765  -0.293
H: -6.03223 -1.06092 -3.15250  0.411
C: -7.40327 -2.45514 -3.03828  -0.789
H: -3.19039 -2.18650 -4.90650  0.361
H: -3.69050 -1.03117 -3.68622  0.338
H: -4.58909 -1.09768 -5.15724  0.396
H: -7.82608 -2.37005 -2.04023  0.253
H: -7.41286 -3.49680 -3.38617  0.329
H: -7.81134 -1.84204 -3.84024  0.388
C: 7.20099 0.52673 2.76253  -1.068
C: 6.00969 1.29170 3.23011  0.733
O: 5.97604 2.34046 3.79684  -0.437
N: 4.73639 0.50232 3.06108  0.790
H: 4.63329 0.29969 2.06420  -0.604
H: 4.83069 -0.34908 3.58598  0.346
C: 3.48283 1.27703 3.49926  -0.599
H: 7.93729 1.17899 2.30713  0.360
H: 7.02808 -0.30061 2.08723  0.251
H: 7.71817 0.14925 3.65786  0.363
H: 2.67253 0.76662 2.99843  0.027
H: 3.60015 2.33622 3.14756  0.267
H: 3.30277 1.30705 4.58674  0.369
C: -1.21615 5.11914 -3.92156  -1.007
C: -0.78252 3.66133 -3.91068  0.664
O: -1.36355 2.69338 -3.55356  -0.354
N: 0.64972 3.32385 -4.42791  -0.001
H: 0.69141 3.77610 -5.35568  0.429
H: 1.26366 3.80004 -3.71571  0.166
C: 1.06325 1.88517 -4.38020  -0.766
H: -0.39236 5.67612 -3.49051  0.295
H: -2.10665 5.34120 -3.26510  0.209
H: -1.47056 5.55239 -4.90020  0.399
H: 1.87395 1.85995 -5.10230  0.354
H: 0.35683 1.13165 -4.71842  0.353
H: 1.40709 1.65460 -3.38891  0.156
C: 6.36617 1.72114 -3.64432  -0.938
C: 6.88583 1.96039 -2.24430  0.503
O: 7.67823 1.30204 -1.67046  -0.395
N: 6.23630 3.22775 -1.62157  0.312
H: 5.27384 2.95309 -1.35505  -0.242
H: 6.78476 3.39197 -0.73782  0.397
C: 6.35352 4.53950 -2.33572  -0.879
H: 6.69467 2.45645 -4.36516  0.416
H: 5.26240 1.75820 -3.54560  0.171
H: 6.56610 0.67315 -3.87253  0.317
H: 7.44435 4.64743 -2.37065  0.426
H: 5.90311 5.31402 -1.70939  0.325
H: 5.80447 4.46951 -3.25914  0.343
C: 1.40258 -0.41370 -0.29779  0.453
C: -0.06621 -0.15094 -0.11757  0.340
O: -0.94001 -0.07608 -0.92570  -0.500
N: -0.54390 -0.11029 1.46898  0.252
H: -0.23570 -0.93616 2.00786  0.032
H: -0.09145 0.67252 1.90352  0.255
C: -2.06478 -0.11706 1.58303  -1.033
H: 2.05106 0.47341 -0.14118  0.077
H: 1.50818 -0.76035 -1.34279  -0.065
H: 1.71220 -1.21472 0.42049  -0.096
H: -2.44554 -0.12240 2.60669  0.269
H: -2.24449 -1.08562 1.04365  0.430
H: -2.37104 0.77988 1.03957  0.362
C: 5.65146 5.19310 -10.70986  -1.114
C: 5.72544 5.83560 -9.38973  0.715
O: 5.59692 5.44911 -8.23913  -0.488
N: 6.03704 7.35262 -9.43747  -0.188
H: 6.16022 7.62530 -8.44161  0.350
H: 6.93641 7.45307 -9.88499  0.381
C: 4.97408 8.21342 -10.14448  -0.806
H: 4.65152 5.37484 -11.14008  0.361
H: 5.69214 4.10348 -10.58868  0.313
H: 6.34970 5.64693 -11.43056  0.398
H: 5.34226 9.23091 -10.35474  0.368
H: 4.02205 8.09007 -9.63836  0.338
H: 4.83162 7.81662 -11.13689  0.374
Br: 2.12663 -1.89691 -4.31902  -0.794
Br: 2.97837 3.62507 -1.64503  -0.609
Br: -1.92804 -3.18129 2.93456  -0.802
Br: 2.15781 -1.67900 3.48410  -0.703
Br: -4.84671 -1.43053 0.00410  -0.818
Br: -0.96077 3.41088 1.31539  -0.745
Br: 4.88063 0.15118 -0.18516  -0.770

Output
DFT total energy = -598654.5006 eV
HOMO level = -21.25 eV
LUMO energy = -0.46537 Eh
Total charge = +9
Max |F| = 3.9 eV Å⁻¹
Frontier orbital gap = 8.591 eV

(3)
Here is a cluster of 2 separate species, C7H19NO2 in total from OMol25. Energies are from ωB97M-V with the def2-TZVPD basis set.

Last column: natural (NBO) charge in e.
Atoms and positions in Å:
C: 1.81926 0.38797 1.39607  0.252
C: 1.97715 2.43055 0.02745  -0.404
C: 2.99527 -0.58366 1.51953  -0.633
N: 1.73589 1.00841 0.09273  -0.647
O: 0.62153 -0.30856 1.65156  -0.768
H: 0.00228 -0.07261 0.93653  0.504
H: 2.29436 0.51028 -0.58931  0.359
H: 1.92316 1.17636 2.16323  0.141
H: 1.26555 2.93843 0.67880  0.191
H: 1.80770 2.76515 -0.99578  0.200
H: 2.99470 2.72542 0.32869  0.162
H: 3.93807 -0.05698 1.38382  0.202
H: 2.98170 -1.04657 2.50254  0.220
H: 2.90264 -1.36453 0.76751  0.204
C: -1.86310 -1.12633 -0.67427  0.106
C: -2.27283 1.04085 0.24913  -0.250
C: -2.86298 -1.08989 -1.83176  -0.638
C: -0.65313 -1.98638 -1.02511  -0.627
O: -1.35822 0.16520 -0.35944  -0.552
H: -2.36180 -1.53896 0.21920  0.163
H: -2.73594 0.58058 1.13036  0.170
H: -1.69824 1.91282 0.55758  0.197
H: -3.06022 1.35890 -0.44189  0.169
H: -2.40689 -0.60999 -2.69451  0.211
H: -3.14886 -2.10286 -2.10068  0.214
H: -3.76235 -0.54242 -1.56037  0.208
H: -0.97031 -2.99295 -1.28373  0.208
H: -0.12984 -1.54566 -1.86973  0.209
H: 0.02544 -2.03256 -0.17813  0.230

Output
DFT total energy = -13151.7131 eV
ΔE to the lowest compared entry with this formula, charge and spin = 0.278 eV
HOMO level = -8.77 eV
LUMO energy = 0.03811 Eh
SMILES = CN[C@H](C)O.COC(C)C
Max |F| = 0.5 eV Å⁻¹
Frontier orbital gap = 9.803 eV

(4)
Here is a cluster of 2 separate species, C6H11NS in total at a distorted geometry from OMol25. Energies are from ωB97M-V with the def2-TZVPD basis set.

Last column: natural (NBO) charge in e.
Atoms and positions in Å:
C: -0.27771 1.30059 -1.34188  -0.276
C: -0.82275 0.30873 -0.91930  0.035
C: 3.51241 2.01763 2.17387  -0.120
C: -0.48886 -2.00763 -1.36508  -0.583
C: -1.61260 -1.15355 0.83697  -0.598
C: -1.39320 -0.99919 -0.68203  -0.300
N: 2.37236 1.66355 1.63852  -0.534
S: 2.02467 0.28007 0.83778  -0.129
H: 0.09769 2.20083 -1.70627  0.224
H: 3.63263 2.82277 2.79914  0.183
H: 4.23138 1.23877 2.28940  0.194
H: -0.12485 -1.63167 -2.23425  0.221
H: -1.12366 -2.89740 -1.40474  0.204
H: 0.42192 -2.30892 -0.82497  0.211
H: -1.97794 -2.16960 0.97908  0.202
H: -2.11825 -0.37863 1.36876  0.219
H: -0.67311 -1.01255 1.25611  0.219
H: -2.39797 -1.08402 -1.15408  0.217
H: 1.61166 2.31665 1.58909  0.411

Output
DFT total energy = -18721.3270 eV
ΔE to the lowest compared entry with this formula, charge and spin = 4.167 eV
HOMO level (alpha / beta) = -7.92 / -7.92 eV
LUMO energy (alpha / beta) = -0.00161 / -0.00163 Eh
SMILES = C=[NH+][S-].C#CC(C)C
Max |F| = 4.1 eV Å⁻¹
Frontier orbital gap (alpha / beta) = 7.876 / 7.874 eV

(5)
Here is a cluster of 6 separate species, C22H34Br2O15 in total at a distorted geometry from OMol25. Energies are from ωB97M-V with the def2-TZVPD basis set.

Last column: Mulliken charge in e.
Atoms and positions in Å:
C: -19.50494 31.41307 17.33796  -1.537
C: -18.31148 31.44785 18.33829  1.787
C: -17.15342 32.39230 17.92713  -0.249
O: -17.03207 33.23079 19.03355  -0.353
C: -18.00498 33.10398 19.90800  0.696
O: -18.18432 33.65024 21.00361  -0.643
O: -18.81108 32.26795 19.37961  -0.412
H: -19.27267 30.91812 16.39500  0.263
H: -19.76715 32.42241 17.02084  0.452
H: -20.43885 31.07746 17.78882  0.345
H: -17.89536 30.52379 18.73962  -0.836
H: -17.30392 32.91509 16.98259  0.206
H: -16.20481 31.89713 17.71964  0.229
C: -22.77352 28.10920 11.60826  -1.371
C: -21.45331 28.98602 11.57918  0.319
C: -21.65814 30.48081 11.58961  -0.445
O: -20.69927 30.85717 12.54856  -0.361
C: -20.01652 29.82999 13.05069  0.606
O: -18.95669 29.95774 13.62308  -0.496
O: -20.68601 28.66658 12.70284  -0.187
H: -23.02254 27.93071 10.56221  0.396
H: -23.61205 28.48326 12.19567  0.375
H: -22.49193 27.10563 11.92709  0.309
H: -20.81724 28.78340 10.71751  0.259
H: -22.70785 30.68639 11.79925  0.311
H: -21.33161 30.92000 10.64696  0.257
C: -15.08208 25.16763 11.95675  -1.254
C: -15.70280 26.30802 11.05696  0.580
C: -16.00440 27.64091 11.71714  0.167
O: -15.63080 28.61902 10.73904  -0.312
C: -14.92046 28.06345 9.88948  0.681
O: -14.54573 28.72273 8.92608  -0.684
O: -14.70912 26.79773 10.11013  -0.379
H: -15.59093 24.96716 12.89961  0.239
H: -14.00852 25.35087 12.00131  0.390
H: -15.14354 24.21594 11.42892  0.357
H: -16.67669 26.01225 10.66688  0.216
H: -15.47461 27.79850 12.65660  -0.122
H: -17.04475 27.67513 12.04054  0.017
C: -19.28221 28.94346 22.25626  -1.724
C: -19.12687 28.60515 20.85556  0.927
C: -17.68340 28.28157 20.32156  -0.417
O: -17.88238 27.31544 19.39200  -0.181
C: -19.05095 26.70293 19.56225  0.580
O: -19.37457 25.64687 19.09361  -0.540
O: -19.86279 27.49870 20.31742  -0.417
H: -18.79965 29.89558 22.47695  0.355
H: -18.76072 28.31023 22.97401  0.401
H: -20.33080 28.75441 22.48606  0.380
H: -19.63536 29.41499 20.33242  0.074
H: -17.08482 27.81745 21.10539  0.307
H: -17.06999 29.07213 19.88931  0.220
C: -20.91645 22.38126 15.80645  -1.600
C: -19.62073 23.24244 15.53276  0.800
C: -18.40005 23.08361 16.41794  -0.158
O: -17.30375 23.01166 15.58935  -0.321
C: -17.72579 22.66057 14.39838  0.744
O: -16.99603 22.11162 13.58563  -0.651
O: -19.06016 22.75233 14.30336  -0.308
H: -20.69568 21.35557 16.10194  0.381
H: -21.59364 22.32948 14.95390  0.357
H: -21.50138 22.79254 16.62912  0.372
H: -20.02418 24.23333 15.32429  0.073
H: -18.41437 22.18755 17.03839  0.316
H: -18.33029 23.90807 17.12751  0.003
Br: -15.76711 29.12166 17.17033  -0.317
C: -16.91413 28.41462 15.72385  0.270
C: -17.51832 27.00531 16.08503  -0.446
Br: -18.39031 26.35235 14.37582  -0.738
H: -16.20558 28.29247 14.90462  -0.096
H: -17.70790 29.11984 15.47749  -0.021
H: -18.36753 27.11656 16.75925  0.041
H: -16.64615 26.45492 16.43788  0.517

Output
DFT total energy = -194161.3138 eV
HOMO level (alpha / beta) = -0.43 / -6.30 eV
LUMO energy (alpha / beta) = 0.08225 / 0.08173 Eh
Total charge = -1
Max |F| = 6.3 eV Å⁻¹
2S+1 = 2
Frontier orbital gap (alpha / beta) = 2.667 / 8.519 eV